CH2N4O3 in the gas phase. Source: the OMol25 dataset; level of theory: ωB97M-V/def2-TZVPD.

Properties
LUMO energy: -0.10 eV
frontier orbital gap: 11.16 eV
SMILES: N#CNN(O)[N+](=O)[O-]
charge: 0
DFT total energy: -13165.179 eV

Geometry (Å):
C1 2.178 0.898 0.247
N1 3.234 1.080 0.657
N2 0.940 0.722 -0.410
N3 -0.100 0.455 0.368
N4 -1.310 1.222 0.217
O1 -1.221 2.317 -0.207
O2 -2.323 0.670 0.629
O3 -0.352 -0.959 0.554
H1 0.996 0.328 -1.320
H2 -0.071 -1.036 1.422

Forces on the atoms, in the same order (eV/Å):
C -2.0431 -0.1671 -1.4883
N 0.0598 -0.0453 0.2372
N 2.3452 1.3034 1.1712
N -0.4186 -1.7418 1.4476
N -2.0688 -2.0131 0.6651
O 0.8185 1.2080 -0.6647
O 1.3751 0.4125 -0.3617
O -0.6881 2.1406 -3.1414
H -0.0719 -0.4429 -0.7997
H 0.6919 -0.6543 2.9346

=====

2 unconnected molecules or ions with the total composition CH2NO2. Source: the OMol25 dataset; level of theory: ωB97M-V/def2-TZVPD.

Properties
LUMO energy (spin up / spin down): 3.11 / 3.11 eV
frontier orbital gap (spin up / spin down): 4.23 / 4.23 eV
charge: -1
DFT total energy: -6652.941 eV

Geometry (Å):
C1 -2.844 0.145 -0.068
N1 0.839 -0.310 0.599
O1 -3.289 1.137 0.368
O2 -3.053 -0.967 -0.509
H1 1.854 -0.390 1.113
H2 0.828 0.686 0.330

Forces on the atoms, in the same order (eV/Å):
C -4.4328 -3.7042 -0.7859
N 2.4497 -0.0763 1.0881
O 2.1461 0.4337 -0.0801
O 2.5562 3.1817 0.9816
H -2.8937 0.3378 -1.2877
H 0.1743 -0.1727 0.0840

=====

Q: Look up the DFT total energy of the second one.
A: -6652.941 eV

=====

Q: What is the DFT total energy in the second record?
A: -6652.941 eV

=====

Q: charge of number 2 (CH2NO2)?
A: -1

=====

Q: Number 1 is which compound?
A: CH2N4O3